# 1
Molecular formula: C3H6N4O
Method: DFT, wB97M-V/def2-TZVPD

Positions of all 14 atoms, in Å:
C -1.953035 0.043124 -0.258966
C 0.380721 0.073656 0.379876
C 2.508763 0.034887 1.130523
H 0.437776 0.558062 -2.110232
H 0.313158 -1.065614 -1.978459
H -2.592332 -0.020649 -1.162509
H -3.370102 0.154076 0.974959
H 0.071370 0.120386 1.429024
H 3.549721 0.017629 0.769184
N -0.223893 -0.188958 -1.914840
N -0.595856 -0.019009 -0.544738
N -2.347822 0.182747 0.939884
N 1.604555 -0.034172 0.068632
O 2.216975 0.143835 2.277662

Forces on atoms 1 to 3 (eV/Å):
-0.7 0.2 0.4
-0.6 -0.6 1.4
0.3 0.2 -1.0

Highest occupied orbital energy, eV: -9.708
Orbital gap, eV: 9.89
LUMO energy, eV: 0.18
Energy relative to the best compared isomer or geometry (same formula, charge and spin), kcal/mol: 45.1

=====

# 2
Molecular formula: C21H40F3NaO13S6
Method: DFT, wB97M-V/def2-TZVPD

Positions of all 84 atoms, in Å:
Na 22.852760 17.022920 0.242930
C 26.874090 13.959410 0.913440
F 27.237360 12.626680 0.980450
F 27.264880 14.578210 2.036800
F 27.278600 14.532770 -0.207180
S 24.946200 14.129210 0.950450
O 24.548420 13.626620 2.259560
O 24.645430 15.531110 0.741400
O 24.445860 13.309730 -0.127680
C 23.749230 21.520040 3.673930
C 22.354850 21.963140 3.180800
C 22.016320 21.306090 1.780930
S 23.584870 20.604140 1.176270
O 23.807870 20.999730 -0.228640
O 23.664390 19.154580 1.476880
C 24.673960 21.388110 2.419390
H 23.767900 20.554160 4.178730
H 24.345270 22.138010 4.345450
H 22.362060 23.019800 2.913370
H 21.653160 21.729710 3.981580
H 21.791790 22.145210 1.122480
H 21.236060 20.550990 1.685360
H 24.888230 22.387130 2.039720
H 25.595860 20.811760 2.496930
C 18.514880 17.682010 4.451110
C 18.845880 16.356130 5.150670
C 19.758180 15.505130 4.206500
S 20.153590 16.511420 2.692420
O 19.166260 16.254890 1.671230
O 21.539930 16.381800 2.333190
C 19.760360 18.149320 3.548940
H 18.204820 18.440480 5.169920
H 17.639110 17.512340 3.824750
H 17.917200 15.791550 5.233760
H 19.124350 16.404750 6.203370
H 19.378960 14.529100 3.903740
H 20.712970 15.378440 4.716820
H 19.619620 18.889590 2.761350
H 20.580580 18.353880 4.237050
C 17.784440 18.102870 -1.746150
C 17.282630 19.322930 -0.878160
C 18.366680 19.629970 0.108540
S 19.978390 19.482160 -0.880830
O 20.996650 18.720610 -0.157610
O 20.279410 20.839630 -1.324310
C 19.217380 18.460330 -2.208050
H 17.148100 17.947970 -2.617450
H 17.776160 17.208240 -1.123510
H 16.353320 19.059300 -0.373220
H 17.103410 20.276990 -1.373900
H 18.359300 18.763340 0.769590
H 18.438480 20.560180 0.672160
H 19.906860 17.641590 -2.413930
H 19.239720 19.066180 -3.113890
C 26.590180 17.469320 -2.844440
C 26.340000 16.003230 -3.227770
C 24.923680 15.597830 -2.755090
S 23.845820 17.053730 -3.259270
O 22.780950 17.367000 -2.327900
O 23.501770 16.953210 -4.655160
C 25.267740 18.237250 -3.005420
H 27.400010 18.002990 -3.341910
H 26.788360 17.472350 -1.772610
H 27.180300 15.385990 -2.909940
H 26.312310 15.800010 -4.298300
H 24.795220 15.655560 -1.674230
H 24.491940 14.677950 -3.149470
H 25.059630 18.669690 -2.026760
H 25.262530 19.026320 -3.757380
C 18.537490 13.862670 -0.937990
C 19.452110 12.727730 -0.473530
C 20.900160 12.768570 -1.016110
S 21.029000 14.426360 -1.802420
O 21.808960 14.338230 -3.039620
O 21.441340 15.367240 -0.783030
C 19.218360 14.644790 -2.077810
H 18.407480 14.523520 -0.080980
H 17.543710 13.549170 -1.257710
H 19.005530 11.758680 -0.696280
H 19.552220 12.704150 0.611600
H 20.982310 12.034550 -1.817720
H 21.772460 12.680660 -0.368450
H 19.010620 14.069500 -2.980020
H 18.966720 15.685520 -2.281940

Forces on atoms 1 to 3 (eV/Å):
-0.5 0.4 -0.1
2.6 -2.1 1.3
-1.0 3.0 -0.4

Highest occupied orbital energy (alpha / beta), eV: -11.983 / -11.982
2S+1: 2
Orbital gap (alpha / beta), eV: 10.14 / 3.13
LUMO energy (alpha / beta), eV: -1.85 / -8.86
Total charge: +1

=====

# 3
Molecular formula: C27H54I2N2O9P2
Method: DFT, wB97M-V/def2-TZVPD

Positions of all 96 atoms, in Å:
C 3.397349 1.665542 5.363307
C 2.875691 1.461028 4.038823
C 2.437554 -0.007777 3.659509
C 0.826322 -0.248831 3.549143
P 0.034011 1.289187 4.328538
O -0.001537 2.468127 3.305976
O 0.355569 0.013237 2.165970
C -0.611425 -0.883832 1.563638
O -1.042213 -0.897074 0.406715
C -0.994857 -1.836513 2.828153
C -2.322771 -1.043596 3.355922
C -3.695724 -1.462003 2.590960
C -4.715485 -0.198258 2.802099
C -5.497908 -0.409724 4.187056
P -1.733847 -3.537669 2.414415
O -0.967906 -4.326648 1.110213
O -1.986827 -4.528078 3.782784
C 0.353107 -1.746880 3.737331
C 1.476562 -2.540263 2.834118
C 0.446205 -2.624194 5.061750
I 1.136068 -4.745626 5.085722
C 0.072034 -2.231985 6.390143
C -0.538907 -0.810240 6.695420
I 0.242562 -3.520942 8.180108
H 4.030140 0.802049 5.789413
H 3.184777 2.585715 5.993889
H 2.791624 2.386413 3.388199
H 2.808724 -0.744065 4.452821
H 2.938302 -0.254477 2.648242
H -1.362192 1.115812 4.688857
H 0.641259 1.687133 5.585027
H -2.161238 0.053964 3.048446
H -2.537020 -1.186958 4.462797
H -3.578709 -1.563457 1.466510
H -4.234495 -2.340368 3.089795
H -5.501436 -0.328631 1.964595
H -4.202550 0.810249 2.685958
H -5.994853 -1.449237 4.124511
H -4.713051 -0.496643 5.014706
H -6.284796 0.392715 4.374073
H -0.794709 -5.282862 1.283326
H -2.496568 -4.032921 4.460682
H 1.811166 -1.972219 1.906349
H 1.063336 -3.530459 2.412379
H 2.453046 -2.705540 3.426304
H 0.339340 -0.058914 6.721307
H -0.961209 -0.778779 7.769748
H -1.392570 -0.470724 6.027818
C -2.979178 3.491433 -6.051278
O -3.729634 3.550664 -4.848755
C -4.291195 2.289240 -4.480448
C -3.655981 1.788638 -3.183476
N -2.262316 1.401128 -3.395766
C -1.527507 1.145099 -2.155262
C -1.299384 2.337751 -1.215079
O -0.436429 3.335593 -1.753419
C -1.088438 4.316714 -2.545513
H -2.667326 4.506647 -6.305782
H -2.083287 2.877991 -5.922504
H -3.587307 3.099075 -6.871935
H -4.201886 1.547401 -5.281447
H -5.357867 2.458126 -4.303790
H -4.218615 0.923925 -2.816906
H -3.734291 2.591166 -2.441837
H -1.788051 2.145294 -3.899945
H -0.547453 0.756389 -2.447407
H -2.029688 0.343847 -1.602812
H -0.787899 1.954106 -0.326743
H -2.234907 2.778517 -0.855231
H -2.110214 4.511010 -2.210126
H -1.080936 4.019484 -3.595890
H -0.518329 5.244601 -2.466468
C 6.398398 -1.718626 -5.181899
O 5.096702 -2.276714 -5.101978
C 4.700597 -2.575685 -3.761773
C 3.533265 -1.681042 -3.345551
N 3.964861 -0.292881 -3.185773
C 2.857979 0.652135 -3.027788
C 1.913000 0.835832 -4.224762
O 2.529959 1.444407 -5.355369
C 3.175698 0.537305 -6.236031
H 6.654994 -1.608419 -6.237702
H 6.428716 -0.730369 -4.715033
H 7.135088 -2.377581 -4.712591
H 5.535425 -2.497176 -3.056876
H 4.361230 -3.615979 -3.757624
H 3.122801 -2.042215 -2.397049
H 2.756397 -1.767269 -4.113020
H 4.502948 -0.020299 -4.003458
H 3.306775 1.624203 -2.803329
H 2.269928 0.367648 -2.147583
H 1.126487 1.529005 -3.909763
H 1.401343 -0.090387 -4.506427
H 2.685789 -0.439219 -6.260855
H 4.227113 0.430561 -5.962999
H 3.142682 0.964142 -7.240511

Forces on atoms 1 to 3 (eV/Å):
-0.8 -1.2 -2.6
1.1 0.4 3.7
1.0 0.2 -1.2

Highest occupied orbital energy, eV: -7.682
Orbital gap, eV: 6.91
LUMO energy, eV: -0.77
Energy relative to the best compared isomer or geometry (same formula, charge and spin), kcal/mol: 138.3

=====

no.,electronic energy (eV)
1,-11214.820
2,-126613.819
3,-85050.598